An isolated molecule of C27H40N2O6 at a distorted geometry. Source: the Open Molecules 2025 dataset; level of theory: the ωB97M-V functional and the def2-TZVPD basis.

As for the charge: 0. The value obtained for the energy above the lowest of the compared OMol25 structures with the same formula, charge and spin is 0.0000 eV. As for the SMILES: CCO[C@H]1OC(C(=O)N2CCN(Cc3ccc4c(c3)OCO4)CC2)=C[C@@H](C(C)(C)C)[C@@H]1CCCO. The LUMO energy comes out at 0.740 eV.

The geometry in XYZ format:
```
75
C27H40N2O6, DFT the ωB97M-V functional and the def2-TZVPD basis
C -1.380 -1.359 2.692
C -2.717 -0.737 3.083
O -3.604 -0.529 1.999
C -3.352 0.573 1.189
O -2.176 0.409 0.418
C -2.306 -0.600 -0.523
C -1.067 -1.404 -0.784
O -1.123 -2.623 -0.793
N 0.083 -0.735 -1.003
C 0.254 0.690 -1.117
C 1.087 1.204 0.058
N 2.371 0.528 0.048
C 3.284 1.048 1.051
C 4.683 0.544 0.817
C 5.438 0.015 1.850
C 6.740 -0.444 1.652
C 7.246 -0.356 0.380
C 6.489 0.171 -0.669
C 5.211 0.629 -0.476
O 7.228 0.138 -1.822
C 8.475 -0.420 -1.468
O 8.477 -0.730 -0.091
C 2.190 -0.908 0.176
C 1.350 -1.432 -0.988
C -3.473 -0.923 -1.071
C -4.755 -0.189 -0.827
C -5.964 -1.161 -0.686
C -5.776 -2.105 0.499
C -7.263 -0.362 -0.526
C -6.102 -1.994 -1.968
C -4.603 0.829 0.332
C -4.656 2.282 -0.167
C -3.592 2.657 -1.214
C -2.600 3.707 -0.704
O -1.956 3.347 0.493
H -1.545 -2.229 2.061
H -0.848 -1.666 3.589
H -0.766 -0.646 2.146
H -2.552 0.217 3.608
H -3.260 -1.417 3.744
H -3.138 1.459 1.814
H 0.800 0.893 -2.047
H -0.711 1.189 -1.162
H 0.534 1.030 0.999
H 1.252 2.278 -0.050
H 2.959 0.792 2.075
H 3.282 2.140 0.963
H 5.013 -0.045 2.840
H 7.324 -0.852 2.459
H 4.623 1.030 -1.283
H 8.647 -1.338 -2.052
H 9.278 0.302 -1.684
H 1.691 -1.168 1.127
H 3.174 -1.382 0.162
H 1.874 -1.250 -1.932
H 1.150 -2.498 -0.878
H -3.477 -1.735 -1.777
H -4.958 0.391 -1.738
H -5.711 -1.556 1.433
H -4.857 -2.673 0.385
H -6.611 -2.800 0.560
H -7.394 0.328 -1.357
H -8.112 -1.043 -0.513
H -7.286 0.205 0.400
H -6.107 -1.357 -2.850
H -7.038 -2.548 -1.945
H -5.298 -2.718 -2.065
H -5.430 0.702 1.033
H -5.651 2.448 -0.583
H -4.549 2.946 0.693
H -4.066 3.064 -2.109
H -3.037 1.769 -1.521
H -1.854 3.904 -1.491
H -3.121 4.644 -0.487
H -1.671 2.426 0.421
```


A structure of composition C27H40N3O3S4Ti. Source: the Open Molecules 2025 dataset; level of theory: the ωB97M-V functional and the def2-TZVPD basis.

As for the charge: +1. The value obtained for the energy above the lowest of the compared OMol25 structures with the same formula, charge and spin is 0.0000 eV. The multiplicity is 3. The LUMO energy (spin up / spin down) comes out at -1.960 / -2.002 eV.

The geometry in XYZ format:
```
78
C27H40N3O3S4Ti, DFT the ωB97M-V functional and the def2-TZVPD basis
Ti 0.689 -0.258 1.246
C 1.908 1.849 4.002
C 2.396 2.588 2.769
S 2.558 1.595 1.266
C 4.113 0.687 1.489
C 4.048 -0.582 2.331
S 2.827 -1.733 1.636
C 2.486 -2.774 3.083
C 1.078 -3.345 3.002
S -0.275 -2.148 2.875
C -0.445 -1.496 4.553
C 0.476 -0.332 4.905
S 0.346 0.983 3.663
H 1.772 2.557 4.821
H 2.645 1.112 4.321
H 3.350 3.075 2.976
H 1.696 3.381 2.499
H 4.861 1.371 1.894
H 4.428 0.445 0.473
H 3.777 -0.354 3.362
H 5.035 -1.047 2.345
H 2.607 -2.175 3.986
H 3.204 -3.593 3.130
H 0.887 -3.991 3.860
H 0.963 -3.961 2.108
H -0.309 -2.309 5.268
H -1.488 -1.186 4.641
H 1.514 -0.662 4.946
H 0.212 0.053 5.890
O -1.750 -1.463 -2.020
C -0.438 -1.070 -2.409
C 0.358 -0.969 -1.084
O 0.081 -1.784 -0.152
O 1.206 -0.058 -0.887
C 0.192 -2.177 -3.266
C 0.609 -1.975 -4.577
C 1.117 -3.030 -5.323
C 1.209 -4.298 -4.772
C 0.787 -4.510 -3.467
C 0.284 -3.459 -2.718
C -0.510 0.267 -3.142
C 0.633 1.013 -3.431
C 0.544 2.190 -4.158
C -0.686 2.645 -4.616
C -1.826 1.910 -4.330
C -1.738 0.733 -3.595
H -1.973 -2.276 -2.486
H 0.531 -0.998 -5.033
H 1.434 -2.858 -6.343
H 1.604 -5.119 -5.355
H 0.850 -5.498 -3.031
H -0.039 -3.622 -1.697
H 1.600 0.669 -3.096
H 1.445 2.748 -4.377
H -0.753 3.557 -5.194
H -2.792 2.246 -4.688
H -2.636 0.171 -3.381
C -2.895 -0.409 1.351
N -3.070 0.962 0.931
C -4.122 1.678 1.636
C -2.019 1.627 0.361
N -0.790 1.204 0.494
N -2.335 2.739 -0.360
C -3.561 2.809 -1.149
C -1.272 3.626 -0.799
H -3.870 -0.898 1.360
H -2.477 -0.469 2.365
H -2.254 -0.941 0.651
H -4.011 1.530 2.716
H -5.106 1.311 1.338
H -4.066 2.743 1.432
H -0.231 1.660 -0.226
H -4.130 1.891 -1.041
H -3.301 2.925 -2.203
H -4.179 3.656 -0.844
H -0.714 3.220 -1.649
H -0.583 3.828 0.023
H -1.718 4.572 -1.101
```


A structure of composition C27H41BrN2P2Pd at a distorted geometry. Source: the Open Molecules 2025 dataset; level of theory: the ωB97M-V functional and the def2-TZVPD basis.

As for the charge: +2. The multiplicity is 3. The LUMO energy (spin up / spin down) comes out at -5.733 / -9.431 eV.

The geometry in XYZ format:
```
74
C27H41BrN2P2Pd, DFT the ωB97M-V functional and the def2-TZVPD basis
C 4.919 -2.527 -0.752
C 5.050 -1.214 -0.273
C 6.346 -0.663 -0.268
C 7.383 -1.375 -0.922
N 7.161 -2.551 -1.520
C 5.983 -3.143 -1.410
C 3.781 -0.558 0.074
C 2.524 -0.952 0.188
C 1.483 -1.926 0.435
C 0.356 -2.011 -0.404
C -0.880 -2.251 0.163
C -0.976 -2.568 1.530
C 0.177 -2.765 2.304
C 1.413 -2.486 1.732
Pd 2.588 0.966 0.098
P -1.829 0.795 -1.885
H 6.591 0.260 0.226
H 3.970 -3.059 -0.639
H 8.404 -0.987 -0.983
H 5.848 -4.129 -1.864
H 2.329 -2.628 2.310
H 0.449 -1.824 -1.473
H 0.104 -3.128 3.334
H -1.774 -2.215 -0.460
C -3.455 1.526 -1.397
C -3.887 2.829 -2.053
H -3.384 1.662 -0.308
H -4.183 0.720 -1.562
H -4.931 3.032 -1.789
H -3.301 3.686 -1.701
H -3.826 2.796 -3.145
C -0.850 2.232 -2.514
C 0.458 1.787 -3.169
H -0.632 2.858 -1.638
H -1.466 2.832 -3.198
H 1.183 2.607 -3.125
H 0.912 0.929 -2.651
H 0.316 1.524 -4.225
C -2.268 -0.057 -3.468
C -2.872 0.797 -4.569
H -2.967 -0.849 -3.145
H -1.345 -0.539 -3.823
H -2.935 0.205 -5.487
H -3.888 1.123 -4.330
H -2.272 1.682 -4.808
Br -2.637 -2.577 2.339
P 0.495 1.652 2.695
C -0.429 1.774 1.082
C -1.294 3.043 1.174
H -1.021 0.856 0.933
H 0.305 1.863 0.251
H -1.720 3.324 0.203
H -2.119 2.906 1.888
H -0.681 3.897 1.504
C -0.793 0.727 3.666
C -0.921 1.194 5.117
H -0.522 -0.336 3.628
H -1.761 0.833 3.154
H -1.656 0.562 5.627
H 0.029 1.106 5.659
H -1.271 2.233 5.177
C 1.924 0.541 2.942
C 3.221 1.350 3.067
H 1.933 -0.125 2.072
H 1.757 -0.097 3.814
H 4.068 0.883 2.553
H 3.115 2.360 2.656
H 3.472 1.447 4.121
C -5.113 -3.680 -0.247
C -4.415 -2.572 -0.856
N -3.882 -1.696 -1.398
H -5.981 -3.950 -0.859
H -5.463 -3.412 0.756
H -4.450 -4.551 -0.155
```


A structure of composition C27H41BrN2P2Pd at a distorted geometry. Source: the Open Molecules 2025 dataset; level of theory: the ωB97M-V functional and the def2-TZVPD basis.

As for the charge: +4. The value obtained for the energy above the lowest of the compared OMol25 structures with the same formula, charge and spin is 2.6287 eV. The multiplicity is 5. The LUMO energy (spin up / spin down) comes out at -11.493 / -14.169 eV.

The geometry in XYZ format:
```
74
C27H41BrN2P2Pd, DFT the ωB97M-V functional and the def2-TZVPD basis
C -0.475 6.576 -5.855
C -0.661 5.226 -6.231
C -0.957 4.983 -7.584
C -1.103 6.065 -8.467
N -0.950 7.324 -8.079
C -0.640 7.587 -6.814
C -0.581 4.112 -5.280
C -0.626 3.269 -4.394
C -1.094 2.442 -3.266
C -0.166 2.226 -2.186
C -0.637 1.516 -1.029
C -2.005 1.236 -0.886
C -2.815 1.216 -2.031
C -2.428 1.923 -3.172
Pd 0.209 0.791 -3.427
P 1.994 -1.149 -1.663
H -1.093 3.971 -7.962
H -0.220 6.862 -4.837
H -1.359 5.896 -9.513
H -0.524 8.638 -6.545
H -3.075 2.104 -4.024
H 0.692 2.867 -2.145
H -3.735 0.657 -2.037
H 0.125 1.207 -0.278
C 2.509 -2.714 -0.686
C 3.485 -3.720 -1.301
H 1.559 -3.216 -0.428
H 2.917 -2.325 0.266
H 3.570 -4.554 -0.586
H 3.115 -4.132 -2.252
H 4.495 -3.296 -1.436
C 2.659 -1.424 -3.385
C 3.502 -0.281 -3.935
H 1.766 -1.515 -4.016
H 3.186 -2.388 -3.404
H 3.439 -0.319 -5.032
H 3.124 0.710 -3.627
H 4.565 -0.371 -3.672
C 3.267 -0.011 -0.939
C 4.706 -0.520 -0.890
H 2.888 0.161 0.078
H 3.181 0.937 -1.485
H 5.343 0.326 -0.603
H 4.838 -1.300 -0.130
H 5.068 -0.897 -1.854
Br -2.780 0.596 0.595
P -2.235 -2.656 -3.587
C -0.507 -2.949 -3.105
C -0.046 -4.335 -3.611
H -0.409 -2.843 -2.010
H 0.071 -2.124 -3.556
H 1.042 -4.353 -3.774
H -0.298 -5.133 -2.897
H -0.530 -4.593 -4.566
C -3.195 -2.631 -2.013
C -4.514 -3.420 -2.178
H -3.371 -1.589 -1.695
H -2.563 -3.097 -1.239
H -5.032 -3.482 -1.212
H -5.197 -2.942 -2.893
H -4.334 -4.447 -2.533
C -2.319 -1.038 -4.419
C -2.627 -1.205 -5.918
H -1.344 -0.498 -4.256
H -3.110 -0.451 -3.928
H -2.870 -0.225 -6.350
H -1.772 -1.620 -6.468
H -3.493 -1.870 -6.062
C -0.126 0.231 2.977
C 0.443 -0.334 1.781
N 0.902 -0.828 0.846
H 0.495 0.006 3.843
H -1.120 -0.182 3.131
H -0.213 1.310 2.874
```


A structure of composition C27H41Cl3LuN3O3Si at a distorted geometry. Source: the Open Molecules 2025 dataset; level of theory: the ωB97M-V functional and the def2-TZVPD basis.

As for the charge: 0. The value obtained for the energy above the lowest of the compared OMol25 structures with the same formula, charge and spin is 3.4133 eV. The LUMO energy comes out at -0.782 eV.

The geometry in XYZ format:
```
79
C27H41Cl3LuN3O3Si, DFT the ωB97M-V functional and the def2-TZVPD basis
C -4.038 1.544 -1.918
C -3.960 0.980 -0.534
H -5.055 1.553 -2.311
H -3.376 0.961 -2.579
H -3.637 2.568 -1.913
C -4.905 0.219 0.061
C -6.173 -0.180 -0.595
H -4.714 -0.210 1.048
H -6.057 -0.293 -1.687
H -6.952 0.574 -0.403
H -6.519 -1.137 -0.177
Lu 1.420 -0.152 -0.820
Cl 0.930 2.391 -0.427
Cl 2.967 -1.385 -2.374
C 0.843 0.533 2.342
O 0.860 -0.305 1.389
N 0.851 0.159 3.621
C 0.978 -1.250 4.003
C 0.701 1.115 4.718
H 0.834 1.617 2.140
H 1.352 -1.833 3.153
H 0.003 -1.640 4.337
H 1.673 -1.309 4.851
H 0.565 2.124 4.311
H 1.593 1.087 5.361
H -0.170 0.848 5.334
H -2.707 -1.610 -1.929
H -3.691 -2.867 0.674
C -2.258 -2.613 -1.880
C -2.952 -3.592 0.301
N -1.918 -2.938 -0.497
H -1.353 -2.634 -2.490
C -0.722 -2.604 0.010
O 0.164 -1.999 -0.641
H -2.497 -4.105 1.156
H -0.562 -2.925 1.058
H -2.984 -3.355 -2.226
H -3.478 -4.315 -0.331
O -2.201 0.119 -0.811
C -2.558 1.060 0.077
C -2.392 -0.574 2.047
C -2.452 0.737 1.581
H -2.224 -1.377 1.326
C -2.587 -0.842 3.403
H -2.118 2.061 -0.097
C -2.526 1.795 2.481
H -2.591 -1.872 3.753
C -2.789 0.216 4.297
C -2.739 1.541 3.836
H -2.457 2.812 2.080
H -2.966 0.017 5.350
H -2.867 2.374 4.524
Si 0.719 0.759 -4.451
Cl -0.332 0.255 -2.550
C 1.216 -0.861 -5.243
C 2.127 1.879 -3.959
C -0.412 1.601 -5.663
H 0.843 -1.751 -4.719
H 2.313 -0.903 -5.270
H 0.842 -0.865 -6.280
H -1.107 0.878 -6.118
H 0.257 1.970 -6.459
H -0.967 2.453 -5.248
H 2.608 1.679 -2.994
H 1.784 2.921 -3.959
H 2.880 1.762 -4.751
N 3.271 0.591 -0.057
C 4.387 0.609 0.267
C 5.728 0.568 0.573
C 6.359 -0.675 0.706
C 7.714 -0.687 0.981
C 8.408 0.521 1.102
C 7.763 1.749 0.942
C 6.406 1.790 0.671
H 5.766 -1.593 0.569
H 8.215 -1.650 1.086
H 9.475 0.502 1.312
H 8.300 2.694 1.015
H 5.847 2.716 0.515
```


A structure of composition C27H41CoNO3PS4Si. Source: the Open Molecules 2025 dataset; level of theory: the ωB97M-V functional and the def2-TZVPD basis.

As for the charge: 0. The value obtained for the energy above the lowest of the compared OMol25 structures with the same formula, charge and spin is 0.0000 eV. The multiplicity is 5. The LUMO energy (spin up / spin down) comes out at 0.624 / -1.787 eV.

The geometry in XYZ format:
```
79
C27H41CoNO3PS4Si, DFT the ωB97M-V functional and the def2-TZVPD basis
Co -0.329 0.239 0.279
C -1.111 -1.251 -0.927
Si 0.400 -2.339 -1.155
C 1.785 -1.032 -1.401
N 1.737 0.036 -0.368
C 2.487 -0.320 0.877
C 3.840 0.388 0.988
C 4.530 0.448 -0.372
C 3.684 1.283 -1.348
C 2.211 1.328 -0.912
C 0.310 -3.400 -2.717
C 0.086 -2.815 -3.966
C -0.005 -3.588 -5.113
C 0.122 -4.967 -5.032
C 0.337 -5.566 -3.799
C 0.428 -4.789 -2.654
C 0.917 -3.505 0.234
C 0.022 -3.949 1.206
C 0.427 -4.813 2.213
C 1.738 -5.261 2.258
C 2.637 -4.857 1.278
C 2.227 -3.990 0.279
H -1.994 -1.744 -0.519
H -1.368 -0.777 -1.875
H 1.601 -0.561 -2.372
H 2.776 -1.491 -1.449
H 2.623 -1.400 0.893
H 1.894 -0.055 1.753
H 4.451 -0.148 1.715
H 3.694 1.401 1.372
H 4.650 -0.570 -0.750
H 5.529 0.870 -0.266
H 3.763 0.879 -2.359
H 4.045 2.311 -1.386
H 1.573 1.602 -1.750
H 2.072 2.083 -0.141
H -0.021 -1.737 -4.044
H -0.175 -3.115 -6.072
H 0.048 -5.573 -5.926
H 0.435 -6.642 -3.729
H 0.594 -5.268 -1.696
H -1.006 -3.610 1.182
H -0.281 -5.133 2.968
H 2.060 -5.929 3.046
H 3.658 -5.217 1.297
H 2.940 -3.692 -0.484
C -1.041 0.312 6.036
O -1.278 -0.270 4.755
C -0.494 0.050 3.728
S 0.794 1.086 3.847
S -0.927 -0.856 2.335
H -1.958 0.166 6.600
H -0.804 1.370 5.947
H -0.209 -0.194 6.528
C -4.422 1.264 -0.438
C -4.170 2.572 0.293
C -3.933 2.347 1.780
O -3.106 3.357 -0.314
P -1.607 2.963 -0.713
S -1.388 1.629 -2.143
S -0.580 2.384 0.949
O -1.085 4.357 -1.257
C -1.166 5.696 -0.702
C -2.521 6.317 -1.000
C -0.828 5.762 0.778
H -5.331 0.803 -0.049
H -3.587 0.582 -0.279
H -4.535 1.433 -1.507
H -5.032 3.231 0.168
H -3.184 1.571 1.939
H -4.865 2.028 2.248
H -3.594 3.264 2.262
H -0.398 6.228 -1.265
H -3.298 5.844 -0.402
H -2.770 6.201 -2.054
H -2.484 7.381 -0.760
H -1.606 5.280 1.372
H -0.756 6.808 1.077
H 0.119 5.269 0.986
```